Below is an isolated ion of composition C16H29N2O and charge +1, with properties calculated with the ωB97M-V functional and the def2-TZVPD basis.

Output
E ... -811.53917 Ha
Multiplicity ... 1
Frontier orbital gap ... 9.62 eV
Charge ... +1
Relative energy (zero: lowest compared OMol25 entry of this formula, charge and spin) ... 0.2 kcal per mole
Largest force on an atom ... 1.2 eV Å⁻¹

Geometry (Å):
C (1.04, -2.27, -2.66)
C (2.02, -1.88, -2.10)
C (3.17, -1.39, -1.33)
C (3.63, 0.01, -1.77)
C (2.53, 1.07, -1.75)
C (1.95, 1.48, -0.39)
C (2.95, 1.59, 0.77)
C (2.71, 0.63, 1.93)
C (1.26, 0.81, 2.37)
C (0.31, 0.24, 1.32)
C (0.15, -1.27, 1.45)
C (-0.94, -1.88, 0.58)
C (-2.33, -1.24, 0.77)
C (-2.65, -0.13, -0.24)
N (-4.07, -0.15, -0.64)
C (-4.91, 0.52, 0.25)
C (-6.09, 1.22, -0.37)
O (-4.68, 0.54, 1.43)
N (0.77, 0.54, -0.11)
H (0.21, -2.67, -3.20)
H (4.00, -2.09, -1.39)
H (2.87, -1.38, -0.28)
H (4.51, 0.28, -1.19)
H (3.97, -0.06, -2.81)
H (2.90, 1.97, -2.25)
H (1.70, 0.71, -2.37)
H (1.51, 2.46, -0.54)
H (3.97, 1.57, 0.42)
H (2.80, 2.58, 1.21)
H (2.91, -0.41, 1.66)
H (3.38, 0.94, 2.73)
H (1.08, 1.86, 2.57)
H (1.07, 0.25, 3.28)
H (-0.68, 0.67, 1.45)
H (1.11, -1.76, 1.27)
H (-0.08, -1.46, 2.50)
H (-0.66, -1.80, -0.48)
H (-0.99, -2.95, 0.77)
H (-3.09, -2.01, 0.61)
H (-2.41, -0.85, 1.78)
H (-2.43, 0.86, 0.19)
H (-2.05, -0.25, -1.14)
H (-4.20, 0.25, -1.56)
H (-5.74, 2.14, -0.84)
H (-6.81, 1.46, 0.41)
H (-6.57, 0.62, -1.14)
H (0.93, -0.36, -0.57)
H (-0.02, 0.94, -0.61)

***

Below is a 2-piece molecular cluster, C16H29N2O4 overall, with properties calculated with the ωB97M-V functional and the def2-TZVPD basis.

Output
E ... -1037.09430 Ha
Multiplicity ... 1
Frontier orbital gap ... 4.26 eV
Charge ... +1
Relative energy (zero: lowest compared OMol25 entry of this formula, charge and spin) ... 169.0 kcal per mole
Largest force on an atom ... 9.7 eV Å⁻¹

Geometry (Å):
O (-5.52, -3.96, -0.97)
C (-5.41, -2.73, -0.90)
O (-5.91, -1.80, -1.89)
C (-4.65, -2.04, 0.35)
C (-3.15, -1.70, -0.12)
C (-2.01, -2.04, 0.98)
C (-2.15, -3.46, 1.72)
C (-0.71, -4.14, 1.47)
C (-0.51, -3.64, -0.06)
O (-0.25, -4.30, -1.09)
N (-0.78, -2.19, 0.10)
H (-5.08, -1.42, -2.28)
H (-5.14, -1.05, 0.65)
H (-4.73, -2.76, 1.23)
H (-3.06, -0.59, -0.42)
H (-2.93, -2.36, -1.04)
H (-1.87, -1.18, 1.71)
H (-2.81, -4.04, 0.96)
H (-2.65, -3.53, 2.73)
H (-0.86, -5.25, 1.66)
H (0.11, -3.68, 2.12)
H (-0.84, -1.74, -0.82)
C (2.00, 3.86, -1.35)
C (1.27, 3.08, -0.23)
C (2.01, 3.26, 1.13)
C (3.31, 2.47, 1.23)
C (3.08, 1.00, 0.89)
C (2.38, 0.80, -0.47)
N (1.16, 1.64, -0.61)
O (0.22, 1.10, 0.11)
C (3.39, 1.12, -1.61)
C (2.09, -0.71, -0.66)
C (-0.11, 3.78, -0.11)
H (3.06, 4.04, -1.12)
H (1.94, 3.35, -2.31)
H (1.56, 4.85, -1.52)
H (1.35, 2.96, 1.95)
H (2.22, 4.33, 1.29)
H (4.07, 2.90, 0.58)
H (3.70, 2.56, 2.25)
H (4.04, 0.48, 0.90)
H (2.48, 0.55, 1.69)
H (2.90, 1.06, -2.59)
H (4.20, 0.39, -1.62)
H (3.86, 2.09, -1.52)
H (1.48, -1.13, 0.15)
H (3.02, -1.29, -0.67)
H (1.57, -0.90, -1.61)
H (-0.68, 3.68, -1.04)
H (0.02, 4.85, 0.08)
H (-0.71, 3.40, 0.71)

***

Below is C16H29N2PmS as an isolated structure, with properties calculated with the ωB97M-V functional and the def2-TZVPD basis.

Output
E ... -1742.48325 Ha
Multiplicity ... 5
⟨S²⟩ ... 6.02
Frontier orbital gap (alpha / beta) ... 5.33 / 5.37 eV
Charge ... +2
Largest force on an atom ... 2.4 eV Å⁻¹

Geometry (Å):
C (-0.88, -0.59, -2.85)
H (-1.96, -0.78, -2.97)
H (-0.51, 0.12, -3.60)
H (-0.98, 0.09, 2.10)
C (-0.08, -1.86, -2.75)
H (1.00, -1.64, -2.63)
H (-0.37, -2.45, -1.85)
C (-0.25, -2.81, -3.96)
H (0.28, -3.75, -3.79)
H (-1.31, -3.04, -4.13)
H (0.15, -2.35, -4.87)
C (1.18, 0.86, 1.06)
C (1.86, 0.27, -0.04)
C (1.52, 1.01, -1.21)
C (0.57, 2.01, -0.84)
C (0.35, 1.92, 0.57)
C (-0.50, 2.85, 1.36)
C (-0.11, 2.92, -1.80)
C (2.14, 0.88, -2.56)
C (2.85, -0.83, 0.07)
C (1.50, 0.56, 2.49)
Pm (-0.69, -0.23, -0.50)
H (-0.61, 3.74, -1.26)
H (0.62, 3.36, -2.49)
H (-0.87, 2.41, -2.42)
H (-1.41, 3.13, 0.80)
H (-0.83, 2.41, 2.32)
H (0.02, 3.78, 1.61)
H (1.34, -0.51, 2.74)
H (2.56, 0.76, 2.69)
H (0.93, 1.18, 3.19)
H (3.23, -1.12, -0.92)
H (3.71, -0.53, 0.69)
H (2.41, -1.73, 0.53)
H (1.47, 0.40, -3.28)
H (2.40, 1.87, -2.96)
H (3.06, 0.28, -2.50)
S (-0.30, -2.61, 0.80)
C (-1.51, -1.99, 1.81)
N (-1.37, -0.76, 2.62)
C (-2.62, -0.58, 3.45)
C (-3.21, -1.97, 3.45)
N (-2.53, -2.65, 2.33)
H (-0.53, -0.98, 3.19)
H (-3.24, 0.14, 2.93)
H (-2.32, -0.21, 4.44)
H (-4.28, -1.97, 3.28)
H (-2.99, -2.50, 4.39)
H (-2.76, -3.59, 2.03)

***

Below is a 3-piece molecular cluster, C16H30Br2O10 overall, with properties calculated with the ωB97M-V functional and the def2-TZVPD basis.

Output
E ... -6527.91319 Ha
Multiplicity ... 1
Frontier orbital gap ... 8.65 eV
Largest force on an atom ... 4.9 eV Å⁻¹

Geometry (Å):
C (-2.83, -3.34, -0.90)
C (-1.66, -2.36, -0.45)
O (-0.54, -2.87, -0.22)
O (-1.76, -0.94, -0.29)
C (-3.06, -0.44, -0.60)
O (-4.03, -0.60, 0.16)
C (-3.16, 0.39, -1.99)
O (-4.46, 0.30, -2.62)
C (-4.65, -0.95, -3.24)
O (-3.77, -1.63, -3.80)
O (-6.00, -1.44, -3.25)
C (-6.20, -2.27, -2.07)
Br (-6.12, -4.18, -2.68)
C (-7.59, -2.02, -1.32)
C (-7.30, -0.93, -0.16)
Br (-9.00, -1.26, -2.48)
H (-2.95, -3.22, -2.04)
H (-2.48, -4.42, -0.70)
H (-3.80, -3.16, -0.33)
H (-3.02, 1.49, -1.68)
H (-2.29, 0.10, -2.66)
H (-5.30, -2.10, -1.39)
H (-7.93, -3.00, -0.86)
H (-6.50, -0.22, -0.59)
H (-6.90, -1.47, 0.75)
H (-8.24, -0.33, 0.10)
C (3.48, -1.53, 2.70)
O (2.74, -0.92, 3.75)
C (2.72, 0.51, 3.65)
C (1.42, 1.00, 3.04)
O (1.28, 0.59, 1.68)
C (0.43, -0.55, 1.55)
H (3.22, -2.59, 2.68)
H (3.24, -1.09, 1.73)
H (4.55, -1.43, 2.90)
H (3.59, 0.86, 3.07)
H (2.81, 0.90, 4.66)
H (1.43, 2.10, 3.04)
H (0.56, 0.68, 3.64)
H (-0.61, -0.23, 1.63)
H (0.64, -1.31, 2.30)
H (0.59, -0.97, 0.56)
C (6.56, 4.43, -0.93)
O (6.43, 3.19, -1.61)
C (6.78, 2.08, -0.79)
C (5.55, 1.39, -0.21)
O (4.85, 2.24, 0.69)
C (3.72, 2.86, 0.10)
H (6.03, 5.19, -1.50)
H (6.15, 4.39, 0.08)
H (7.62, 4.71, -0.88)
H (7.47, 2.39, 0.01)
H (7.32, 1.36, -1.43)
H (5.87, 0.51, 0.35)
H (4.88, 1.05, -1.01)
H (2.90, 2.14, 0.03)
H (3.94, 3.25, -0.90)
H (3.41, 3.69, 0.74)